# C14H38F2N3O4Pd

A molecular structure, C14H38F2N3O4Pd in a non-equilibrium geometry (ωB97M-V/def2-TZVPD, the OMol25 dataset).

Last column: Mulliken charge in e.
Geometry (Å):
Pd1 1.1899 -0.3249 -1.0965  0.770
F1 2.6750 0.9942 -1.9847  -0.789
F2 0.2933 0.1319 -3.1169  -0.837
C1 2.3089 2.3378 1.6255  -0.879
C2 0.9585 2.6187 0.8273  -0.799
O1 0.4790 1.5669 0.0072  -0.500
H1 3.0890 2.2010 0.8767  0.193
H2 2.1635 1.4651 2.2622  -0.084
H3 2.5752 3.1569 2.2936  0.457
H4 1.2190 3.4583 0.1829  0.353
H5 0.1960 3.0324 1.4872  0.384
C3 -3.8704 1.4759 -2.7259  -1.563
C4 -2.6047 2.0333 -2.1757  0.511
C5 -2.7064 3.1362 -1.0274  -0.564
O2 -3.6690 4.0816 -1.3621  -0.378
C6 -3.9220 4.9807 -0.2281  -0.804
N1 -2.0067 0.8201 -1.6054  -0.176
H6 -4.6348 1.1679 -2.0125  0.241
H7 -3.6086 0.7880 -3.5300  0.399
H8 -4.3898 2.3179 -3.1834  0.462
H9 -1.9712 2.4096 -2.9789  0.407
H10 -1.7302 3.5668 -0.8045  0.308
H11 -3.0354 2.5606 -0.1622  0.266
H12 -4.6189 5.7140 -0.6339  0.293
H13 -3.1088 5.6679 0.0058  0.314
H14 -4.2876 4.5020 0.6804  0.303
H15 -1.6149 0.3401 -2.4031  0.149
H16 -1.2297 1.2280 -1.1055  -0.061
C7 -2.4132 -1.1916 1.2140  -1.376
C8 -0.9093 -1.2332 1.1530  1.070
C9 -0.2438 -2.4113 2.0938  -1.106
O3 1.0370 -2.1787 2.6060  -0.391
C10 1.1894 -1.3184 3.6744  -0.934
N2 -0.6088 -1.4551 -0.2297  0.237
H17 -2.8146 -0.3086 0.7166  0.282
H18 -2.8923 -1.0989 2.1887  0.427
H19 -2.8624 -2.0758 0.7619  0.373
H20 -0.4897 -0.2867 1.4939  -0.342
H21 -0.3142 -3.4223 1.6925  0.303
H22 -0.7806 -2.6523 3.0113  0.391
H23 2.1825 -0.8699 3.7002  0.320
H24 1.3080 -1.8199 4.6349  0.327
H25 0.5015 -0.4749 3.7322  0.353
H26 -0.9956 -2.3823 -0.3341  0.382
H27 -1.4501 -0.9739 -0.5137  -0.012
C11 4.5865 -2.2142 0.7323  -1.402
C12 3.5062 -1.8107 -0.2692  0.277
C13 2.6762 -2.9741 -0.9182  -0.841
O4 1.6034 -2.3553 -1.7165  -0.116
C14 0.6739 -3.2647 -2.3561  -1.086
N3 2.5978 -0.9210 0.4092  0.015
H28 5.1644 -3.0462 0.3300  0.423
H29 4.2614 -2.4534 1.7448  0.245
H30 5.2971 -1.3916 0.8133  0.376
H31 3.9078 -1.2386 -1.1056  0.422
H32 2.2920 -3.7044 -0.2060  0.375
H33 3.2647 -3.6247 -1.5651  0.455
H34 0.1257 -2.6995 -3.1099  0.311
H35 0.0216 -3.8372 -1.6966  0.355
H36 1.1479 -4.0598 -2.9317  0.326
H37 3.0821 -0.2279 0.9617  0.241
H38 2.2092 -1.4515 1.1758  -0.053

Summary:
HOMO level (spin up / spin down)	-0.139 / -0.137	Eh
spin multiplicity	3
gap between HOMO and LUMO (spin up / spin down)	0.232 / 0.229	hartree
total charge	-1
molecular weight	456.9	g mol⁻¹
LUMO level (spin up / spin down)	2.52 / 2.50	eV


# C14H38N10O12Zn2

A molecular structure, C14H38N10O12Zn2 in a non-equilibrium geometry (ωB97M-V/def2-TZVPD, the OMol25 dataset).

Last column: Mulliken charge in e.
Geometry (Å):
Zn1 1.6272 -1.9327 -0.4135  1.785
Zn2 1.7364 -1.4592 2.7838  0.534
C1 0.7180 0.1462 0.9734  2.252
O1 0.1651 -0.4623 -0.0404  -0.995
O2 0.3294 -0.1019 2.2063  -1.222
O3 1.9816 -0.3210 0.9717  -0.837
C2 2.6143 -3.3954 1.4293  1.177
O4 2.9911 -3.3326 0.1945  -0.725
O5 3.2456 -2.8262 2.4067  -0.723
O6 1.3452 -3.1109 1.5244  -0.942
C3 4.3537 2.8180 1.5922  0.614
O7 3.4098 3.2721 2.2223  -0.617
N1 5.4413 3.5942 1.2760  -0.450
N2 4.4045 1.5174 1.2093  -0.227
H1 5.3528 4.5163 1.6630  0.264
H2 6.2978 3.1590 0.9919  0.181
H3 3.5219 1.0238 1.2185  -0.106
H4 5.2145 1.0840 0.8077  0.177
C4 3.1446 -0.2654 -2.4483  0.833
O8 2.5126 -1.2394 -2.0293  -0.851
N3 3.8129 -0.2876 -3.6280  -0.415
N4 3.2047 0.9009 -1.7459  -0.194
H5 4.0871 0.5864 -4.0351  0.168
H6 3.9868 -1.1822 -4.0469  0.258
H7 2.6337 0.8394 -0.9126  -0.290
H8 3.3818 1.7335 -2.2788  0.249
C5 -3.2317 -1.6921 1.6138  0.521
O9 -4.3795 -2.1126 1.6260  -0.737
N5 -2.4777 -1.5668 0.4903  0.463
N6 -2.6109 -1.2715 2.7497  -0.230
H9 -1.5615 -1.1301 0.4742  -0.293
H10 -2.8017 -1.9567 -0.3784  -0.139
H11 -1.7191 -0.8138 2.8341  0.131
H12 -3.2000 -1.2886 3.5630  0.202
C6 -3.4906 1.5343 -1.4087  0.477
O10 -3.4721 2.2778 -2.3750  -0.696
N7 -2.5848 1.5876 -0.3733  -0.108
N8 -4.3019 0.4343 -1.2353  -0.278
H13 -2.3778 0.6383 -0.1066  0.134
H14 -1.9130 2.3391 -0.2859  0.399
H15 -4.0990 0.0129 -0.3464  0.063
H16 -5.1202 0.3439 -1.8045  0.226
C7 0.0122 -2.3957 -3.7988  -1.576
C8 -0.6310 -2.6803 -2.4557  1.458
C9 -1.7545 -3.7043 -2.6233  -1.157
O11 -2.4478 -3.7740 -1.4150  -0.206
C10 -3.5562 -4.6597 -1.4639  -0.913
N9 0.3609 -3.2593 -1.4839  -0.416
H17 -0.6805 -1.8374 -4.4300  0.417
H18 0.1614 -3.3526 -4.3104  0.415
H19 0.9544 -1.8591 -3.7440  0.182
H20 -1.0168 -1.7885 -1.9620  -0.522
H21 -1.3296 -4.6774 -2.9188  0.402
H22 -2.3670 -3.4301 -3.4962  0.528
H23 -4.2963 -4.2228 -2.1449  0.346
H24 -4.0259 -4.7505 -0.4894  0.251
H25 -3.2625 -5.6372 -1.8562  0.338
H26 0.9068 -3.9670 -1.9681  0.315
H27 -0.2238 -3.7453 -0.8039  0.342
C11 -0.6506 3.6317 4.2432  -1.487
C12 -1.2418 3.4351 2.8495  0.166
C13 -0.1652 3.6464 1.7803  -0.190
O12 -0.7572 3.5079 0.5056  -0.557
C14 0.2217 3.6189 -0.5142  -0.630
N10 -1.8678 2.1108 2.8254  -0.676
H28 0.0149 2.8173 4.5354  0.273
H29 -1.4354 3.7800 4.9801  0.361
H30 -0.0019 4.5149 4.2578  0.386
H31 -2.0209 4.1883 2.7099  0.474
H32 0.6517 2.9318 1.9610  -0.034
H33 0.3005 4.6261 1.9489  0.380
H34 0.5301 4.6668 -0.5793  0.366
H35 -0.1588 3.2602 -1.4691  0.328
H36 1.1234 3.0378 -0.2759  0.089
H37 -2.3878 1.9435 1.9651  0.412
H38 -1.1312 1.4128 2.7115  0.099

Summary:
HOMO level	-0.321	Eh
gap between HOMO and LUMO	0.261	hartree
molecular weight	669.3	g mol⁻¹
LUMO level	-1.64	eV


# C14H38N3O12PS3V2

A molecular structure, C14H38N3O12PS3V2 in a non-equilibrium geometry (ωB97M-V/def2-TZVPD, the OMol25 dataset).

Last column: Mulliken charge in e.
Geometry (Å):
O1 5.8360 0.9193 -1.9291  -0.264
V1 5.1282 2.2560 -1.5500  1.351
O2 4.8556 -2.1445 2.9462  -0.345
V2 4.1765 -1.5482 1.6881  1.315
O3 6.0184 1.7668 2.6543  -0.356
C1 5.9239 1.1795 1.4675  0.815
O4 5.7071 -0.0356 1.3399  -0.635
O5 6.0759 1.9273 0.4341  -0.721
H1 6.2271 2.7001 2.4843  0.335
O6 1.5428 0.1999 -1.0343  -0.015
C2 2.8085 0.1306 -0.6456  0.560
O7 3.2801 -0.9594 -0.2364  -0.585
O8 3.4928 1.1891 -0.6780  0.105
H2 1.1862 -0.7013 -0.9367  0.111
O9 -5.2951 -1.2704 0.7927  -0.855
P1 -4.0535 -0.6472 0.2970  0.230
N1 -3.6401 -1.0841 -1.2890  0.462
C3 -4.6750 -1.0146 -2.3281  -0.987
C4 -2.6253 -2.0796 -1.5294  -0.751
N2 -2.7472 -1.1082 1.2782  0.244
C5 -1.5543 -0.2830 1.2828  -0.551
C6 -2.7328 -2.3608 2.0019  -1.021
N3 -4.1606 0.9897 0.2370  0.407
C7 -3.4702 1.8821 -0.7075  -1.492
C8 -5.0060 1.7555 1.1455  -1.061
H3 -4.2973 -1.3453 -3.2937  0.358
H4 -5.0531 0.0048 -2.3555  0.263
H5 -5.4745 -1.7290 -2.1044  0.328
H6 -2.2488 -2.0495 -2.5536  0.390
H7 -2.9836 -3.0976 -1.3146  0.318
H8 -1.7427 -1.9419 -0.8917  -0.054
H9 -1.3082 -0.0476 2.3249  0.074
H10 -0.7448 -0.8728 0.8419  0.304
H11 -1.7135 0.6492 0.7530  0.060
H12 -2.2394 -2.1675 2.9611  0.331
H13 -3.7417 -2.7285 2.1572  0.294
H14 -2.1169 -3.0949 1.4638  0.276
H15 -2.9945 2.6729 -0.1142  0.561
H16 -2.6836 1.2877 -1.1723  0.435
H17 -4.1156 2.3811 -1.4307  0.401
H18 -5.3119 2.6945 0.6914  0.351
H19 -4.4386 2.0591 2.0407  0.316
H20 -5.8352 1.1969 1.5742  0.335
C9 1.5382 -6.1241 -0.6994  -0.891
S1 2.7237 -5.2530 -1.7246  0.484
O10 2.9092 -6.1737 -2.8880  -0.598
C10 1.7186 -3.8025 -2.1783  -0.689
H21 1.9663 -7.1094 -0.5238  0.348
H22 0.5686 -6.2804 -1.1693  0.303
H23 1.4420 -5.5791 0.2427  0.296
H24 2.4590 -3.1717 -2.6686  0.338
H25 1.4324 -3.2880 -1.2512  -0.025
H26 0.7780 -3.9787 -2.6957  0.439
C11 -0.1362 5.3750 -2.0827  -0.990
S2 -0.9740 3.8157 -2.4733  0.662
O11 -1.2271 3.8170 -3.9335  -0.658
C12 0.5378 2.8391 -2.3071  -0.872
H27 0.1577 5.2784 -1.0313  0.290
H28 -0.8139 6.2218 -2.1471  0.369
H29 0.7662 5.5156 -2.6753  0.315
H30 1.2090 3.1561 -3.1095  0.480
H31 0.2689 1.7875 -2.3458  0.218
H32 1.1231 3.0036 -1.3954  0.156
C13 1.1349 0.7273 4.2139  -0.725
S3 2.7150 1.2704 3.5889  0.426
O12 3.3461 0.0614 2.8679  -0.348
C14 2.2312 2.4401 2.2789  -0.671
H33 0.6269 0.0988 3.4839  0.086
H34 0.5339 1.5875 4.5115  0.439
H35 1.3074 0.1520 5.1238  0.417
H36 1.4725 2.0389 1.6086  0.068
H37 3.1664 2.7570 1.8298  0.119
H38 1.7630 3.2871 2.7869  0.578

Summary:
HOMO level (spin up / spin down)	-0.458 / -0.458	Eh
spin multiplicity	3
gap between HOMO and LUMO (spin up / spin down)	0.092 / 0.114	hartree
total charge	+2
molecular weight	669.5	g mol⁻¹
LUMO level (spin up / spin down)	-9.95 / -9.36	eV


What is the molecular weight in the first record? 456.9 g mol⁻¹


Copy entry 1 word for word.
# C14H38F2N3O4Pd

A molecular structure, C14H38F2N3O4Pd in a non-equilibrium geometry (ωB97M-V/def2-TZVPD, the OMol25 dataset).

Last column: Mulliken charge in e.
Geometry (Å):
Pd1 1.1899 -0.3249 -1.0965  0.770
F1 2.6750 0.9942 -1.9847  -0.789
F2 0.2933 0.1319 -3.1169  -0.837
C1 2.3089 2.3378 1.6255  -0.879
C2 0.9585 2.6187 0.8273  -0.799
O1 0.4790 1.5669 0.0072  -0.500
H1 3.0890 2.2010 0.8767  0.193
H2 2.1635 1.4651 2.2622  -0.084
H3 2.5752 3.1569 2.2936  0.457
H4 1.2190 3.4583 0.1829  0.353
H5 0.1960 3.0324 1.4872  0.384
C3 -3.8704 1.4759 -2.7259  -1.563
C4 -2.6047 2.0333 -2.1757  0.511
C5 -2.7064 3.1362 -1.0274  -0.564
O2 -3.6690 4.0816 -1.3621  -0.378
C6 -3.9220 4.9807 -0.2281  -0.804
N1 -2.0067 0.8201 -1.6054  -0.176
H6 -4.6348 1.1679 -2.0125  0.241
H7 -3.6086 0.7880 -3.5300  0.399
H8 -4.3898 2.3179 -3.1834  0.462
H9 -1.9712 2.4096 -2.9789  0.407
H10 -1.7302 3.5668 -0.8045  0.308
H11 -3.0354 2.5606 -0.1622  0.266
H12 -4.6189 5.7140 -0.6339  0.293
H13 -3.1088 5.6679 0.0058  0.314
H14 -4.2876 4.5020 0.6804  0.303
H15 -1.6149 0.3401 -2.4031  0.149
H16 -1.2297 1.2280 -1.1055  -0.061
C7 -2.4132 -1.1916 1.2140  -1.376
C8 -0.9093 -1.2332 1.1530  1.070
C9 -0.2438 -2.4113 2.0938  -1.106
O3 1.0370 -2.1787 2.6060  -0.391
C10 1.1894 -1.3184 3.6744  -0.934
N2 -0.6088 -1.4551 -0.2297  0.237
H17 -2.8146 -0.3086 0.7166  0.282
H18 -2.8923 -1.0989 2.1887  0.427
H19 -2.8624 -2.0758 0.7619  0.373
H20 -0.4897 -0.2867 1.4939  -0.342
H21 -0.3142 -3.4223 1.6925  0.303
H22 -0.7806 -2.6523 3.0113  0.391
H23 2.1825 -0.8699 3.7002  0.320
H24 1.3080 -1.8199 4.6349  0.327
H25 0.5015 -0.4749 3.7322  0.353
H26 -0.9956 -2.3823 -0.3341  0.382
H27 -1.4501 -0.9739 -0.5137  -0.012
C11 4.5865 -2.2142 0.7323  -1.402
C12 3.5062 -1.8107 -0.2692  0.277
C13 2.6762 -2.9741 -0.9182  -0.841
O4 1.6034 -2.3553 -1.7165  -0.116
C14 0.6739 -3.2647 -2.3561  -1.086
N3 2.5978 -0.9210 0.4092  0.015
H28 5.1644 -3.0462 0.3300  0.423
H29 4.2614 -2.4534 1.7448  0.245
H30 5.2971 -1.3916 0.8133  0.376
H31 3.9078 -1.2386 -1.1056  0.422
H32 2.2920 -3.7044 -0.2060  0.375
H33 3.2647 -3.6247 -1.5651  0.455
H34 0.1257 -2.6995 -3.1099  0.311
H35 0.0216 -3.8372 -1.6966  0.355
H36 1.1479 -4.0598 -2.9317  0.326
H37 3.0821 -0.2279 0.9617  0.241
H38 2.2092 -1.4515 1.1758  -0.053

Summary:
HOMO level (spin up / spin down)	-0.139 / -0.137	Eh
spin multiplicity	3
gap between HOMO and LUMO (spin up / spin down)	0.232 / 0.229	hartree
total charge	-1
molecular weight	456.9	g mol⁻¹
LUMO level (spin up / spin down)	2.52 / 2.50	eV


The highest molecular weight belongs to which entry? C14H38N3O12PS3V2